[1]
Entry from the Open Molecules 2025 dataset: a structure of composition C14H32AuN6O7 (ωB97M-V with the def2-TZVPD basis set).

Each line ends with the Löwdin charge.
Atoms and positions in Å:
O: -0.5913 -0.6329 -4.5584  0.07
H: -0.2276 -1.1381 -5.3217  0.21
Au: 0.7453 0.1091 -0.7364  1.15
N: 1.9632 -1.3274 -1.8158  -0.19
N: -0.5012 -1.6419 -0.9478  -0.14
N: 1.2190 2.2067 -0.7563  -0.26
N: -0.9601 1.0971 0.0088  -0.14
O: 3.0945 -1.0395 -2.2667  0.00
O: 2.2824 2.6542 -1.3098  -0.15
O: -2.0815 0.4639 0.3733  -0.10
O: -1.7124 -1.8133 -0.5328  -0.06
C: 0.0642 -2.7010 -1.5282  -0.26
C: 1.3759 -2.5279 -2.0521  -0.23
C: 0.2514 3.0514 -0.3088  -0.28
C: -0.9272 2.4264 0.1747  -0.25
C: 2.0474 -3.5657 -2.8965  -0.01
H: 1.8101 -3.4882 -3.9708  0.10
H: 1.7317 -4.5640 -2.5750  0.08
H: 3.1352 -3.5037 -2.7933  0.09
C: -0.7793 -3.9286 -1.5268  -0.01
H: -1.7626 -3.7641 -1.9984  0.10
H: -0.9618 -4.2174 -0.4801  0.11
H: -0.2860 -4.7661 -2.0281  0.08
C: 0.4497 4.5149 -0.3550  -0.02
C: -2.0652 3.0700 0.8777  0.00
H: 1.0760 4.9275 -1.1565  0.09
H: 0.8879 4.8886 0.5738  0.10
H: -0.5376 4.9704 -0.4473  0.08
H: -2.7431 2.3483 1.3399  0.08
H: -2.6306 3.7089 0.1943  0.10
H: -1.6601 3.6968 1.6705  0.10
H: 2.0462 1.2815 -2.5981  0.07
H: -1.9717 -0.5302 -0.1136  0.04
C: -1.9949 -0.3488 -4.5288  0.04
H: -2.4609 -1.3399 -4.3963  0.12
H: -2.2287 0.2474 -5.4407  0.13
H: -2.0479 0.3286 -3.6601  0.12
O: 1.1955 0.8699 -2.9594  -0.18
H: 0.0600 -0.1933 -3.9145  0.15
H: 0.6594 1.6944 -3.0488  0.09
C: 2.2675 0.9515 2.2108  -0.06
N: 1.1800 0.5775 3.0958  -0.14
C: 1.4431 0.7981 4.5086  -0.06
C: 0.4141 -0.5003 2.6811  -0.50
O: 0.7163 -1.1963 1.6886  -0.04
N: -0.7016 -0.7741 3.4217  -0.14
C: -1.3856 0.2145 4.2319  -0.06
C: -1.4536 -1.9579 3.0823  -0.05
H: 2.8959 1.6823 2.7361  0.10
H: 1.8624 1.4079 1.2927  0.04
H: 2.8709 0.0793 1.9121  0.10
H: 0.9067 1.6810 4.8766  0.09
H: 1.1618 -0.0761 5.1033  0.10
H: 2.5152 0.9808 4.6297  0.09
H: -2.4651 0.1072 4.0754  0.09
H: -1.1820 0.0515 5.2996  0.09
H: -1.0882 1.2311 3.9496  0.09
H: -2.2937 -1.7196 2.4138  0.09
H: -0.7851 -2.6691 2.5908  0.09
H: -1.8422 -2.3935 4.0091  0.09

Properties
HOMO-LUMO gap (alpha / beta) = 6.06 / 5.40 eV
multiplicity = 3
LUMO level (alpha / beta) = -3.70 / -4.68 eV
total charge = +1
expectation value of S² = 2.0887

---

[2]
Entry from the Open Molecules 2025 dataset: a structure of composition C14H32B3O12P (ωB97M-V with the def2-TZVPD basis set).

Each line ends with the Löwdin charge.
Atoms and positions in Å:
C: -1.7719 -3.1507 0.0416  -0.04
C: -0.8188 -2.1392 -0.6265  -0.23
O: -0.5281 -2.4200 -2.0025  0.13
B: 0.3198 -3.4943 -2.1709  -0.69
O: 0.5248 -4.1229 -3.4254  0.25
B: 1.9247 -3.9527 -3.6623  -0.26
O: 2.8126 -4.5007 -2.6968  0.20
B: 2.4081 -3.9470 -1.4532  -0.58
P: 3.5124 -2.9988 -0.1930  0.94
O: 5.1047 -3.5106 -0.3006  -0.28
O: 3.3856 -1.3599 -0.6393  -0.32
O: 1.0521 -4.0723 -1.0773  0.21
H: -2.7781 -3.0417 -0.3861  0.08
H: -1.7504 -2.9398 1.1197  0.07
H: -1.4753 -4.2018 -0.0908  0.08
H: -1.3329 -1.1699 -0.6156  0.11
H: 0.0808 -1.9843 -0.0105  0.10
H: 2.2599 -3.3393 -4.6099  0.11
H: 5.5042 -3.2889 0.5343  0.02
H: 2.4609 -1.1517 -0.4833  0.03
O: -0.9879 -0.1268 1.6747  0.10
C: -0.6346 -0.3848 2.7952  -0.51
O: -0.2053 -1.6281 3.0644  -0.01
C: 0.3925 -2.0100 4.3064  -0.23
C: -0.6568 -2.3422 5.3463  -0.06
C: -0.7422 0.6266 3.9019  0.01
H: 1.0953 -1.2482 4.6468  0.11
H: 0.9814 -2.9000 4.0871  0.12
H: -1.2825 -1.4794 5.5765  0.07
H: -0.1864 -2.6828 6.2696  0.08
H: -1.3188 -3.1270 4.9779  0.08
H: -1.7626 0.6418 4.2678  0.08
H: -0.4935 1.6023 3.4990  0.09
H: -0.0601 0.4473 4.7320  0.08
O: 1.8429 -0.8265 -4.7875  0.11
C: 2.3128 0.2176 -4.4271  -0.52
O: 1.9951 1.3404 -5.0890  0.00
C: 2.3620 2.6493 -4.6468  -0.24
C: 3.7682 3.0070 -5.0808  -0.07
C: 3.3076 0.2724 -3.2999  0.02
H: 2.2167 2.7484 -3.5697  0.11
H: 1.6529 3.3282 -5.1193  0.12
H: 4.5075 2.3345 -4.6450  0.07
H: 4.0133 4.0275 -4.7830  0.08
H: 3.8617 2.9241 -6.1643  0.08
H: 4.2930 0.0042 -3.6794  0.11
H: 3.0063 -0.4470 -2.5428  0.05
H: 3.3602 1.2394 -2.8033  0.07
O: -2.7134 2.6054 3.8287  0.08
C: -3.4176 2.9649 2.9237  -0.52
O: -2.8509 3.3692 1.7826  0.01
C: -3.5859 3.6540 0.5884  -0.23
C: -4.1378 5.0645 0.6007  -0.07
C: -4.9126 3.0406 3.0805  0.02
H: -4.3578 2.9013 0.4213  0.12
H: -2.8713 3.5507 -0.2268  0.12
H: -4.8429 5.2147 1.4190  0.07
H: -4.6482 5.2839 -0.3378  0.08
H: -3.3309 5.7850 0.7397  0.08
H: -5.1678 3.9657 3.5959  0.10
H: -5.2362 2.1937 3.6827  0.09
H: -5.4604 2.9849 2.1424  0.07

Properties
HOMO-LUMO gap = 8.33 eV
LUMO level = 0.30 eV
total charge = 0

---

[3]
Entry from the Open Molecules 2025 dataset: a cluster of 4 separate species, C14H32Br7INO9P3 in total (ωB97M-V with the def2-TZVPD basis set).

Each line ends with the Löwdin charge.
Atoms and positions in Å:
C: 5.1431 -0.0943 -0.0475  -0.05
C: 5.6379 0.6008 -1.3026  -0.26
O: 4.7235 1.6165 -1.6721  -0.15
C: 4.7148 1.9644 -3.0427  -0.18
C: 3.3296 2.4045 -3.4490  -0.17
O: 2.5496 1.3303 -3.9410  -0.14
C: 1.6434 0.7530 -3.0355  -0.46
C: 0.2670 1.4626 -3.0765  -0.71
I: -0.2945 2.3668 -4.9681  0.84
O: -0.6735 0.5800 -2.5878  -0.29
C: -1.8702 1.1339 -2.0653  -0.45
P: -1.7746 0.9598 -0.2198  0.51
O: -1.4266 -0.6412 -0.2506  -0.40
Br: -3.9835 0.9801 0.1152  0.27
N: 1.5972 -0.6854 -3.1741  -0.23
C: 2.8662 -1.2755 -2.7389  -0.22
P: 2.6257 -2.6264 -1.5512  0.44
O: 1.7913 -3.7504 -1.9459  -0.25
O: 4.1108 -3.0771 -1.1704  -0.12
O: 2.1553 -1.8634 -0.2132  -0.13
P: 0.7826 -1.2248 -4.6211  0.84
O: 2.1021 -1.8235 -5.3949  -0.26
O: 0.1828 -2.6627 -4.1591  -0.26
H: 5.4558 -1.1383 -0.0227  0.06
H: 5.5243 0.3773 0.8550  0.08
H: 4.0553 -0.0634 -0.0129  0.07
H: 5.7577 -0.1072 -2.1305  0.11
H: 6.6212 1.0484 -1.1238  0.12
H: 5.0136 1.1078 -3.6545  0.13
H: 5.4224 2.7780 -3.2382  0.13
H: 2.8409 2.8812 -2.5945  0.13
H: 3.3939 3.1453 -4.2451  0.13
H: 1.9944 0.9476 -2.0124  0.15
H: 0.3442 2.3460 -2.4418  0.08
H: -1.9657 2.1970 -2.3018  0.07
H: -2.7290 0.6124 -2.4804  0.08
H: -1.6975 -1.0763 0.5718  -0.01
H: 3.4189 -0.4967 -2.2064  0.07
H: 3.5042 -1.6156 -3.5543  0.10
H: 4.6086 -2.4001 -0.6939  0.03
H: 1.7125 -1.0245 -0.3989  0.07
H: 1.8550 -2.3825 -6.1426  0.06
H: -0.2893 -2.6303 -3.3148  0.06
Br: -1.5964 -0.1079 3.2054  0.65
C: -0.9442 -1.3702 4.5312  -0.68
C: -1.7091 -2.6672 4.5089  -0.68
Br: -3.4962 -2.4805 5.2505  0.63
H: -1.0245 -0.8567 5.4849  -0.01
H: 0.1020 -1.5486 4.2937  0.06
H: -1.2026 -3.4124 5.1179  0.06
H: -1.8385 -3.0498 3.5014  0.05
Br: -6.3234 4.1683 -1.6455  0.60
C: -7.3369 2.6330 -2.2656  -0.70
C: -8.3783 2.1959 -1.2673  -0.69
Br: -7.5746 1.3083 0.2595  0.59
H: -6.6138 1.8470 -2.4612  0.04
H: -7.8106 2.9382 -3.1957  0.06
H: -9.0505 1.4714 -1.7211  0.06
H: -8.9483 3.0328 -0.8768  0.05
Br: -0.3176 -0.3682 10.2986  0.61
C: -2.2035 -0.6601 9.9365  -0.70
C: -2.4711 -0.8733 8.4699  -0.72
Br: -2.3443 0.7781 7.4543  0.63
H: -2.7317 0.2049 10.3245  0.05
H: -2.4840 -1.5466 10.5004  0.06
H: -3.4818 -1.2417 8.3139  0.05
H: -1.7641 -1.5687 8.0280  0.04

Properties
HOMO-LUMO gap = 8.79 eV
LUMO level = 0.24 eV
total charge = 0
SMILES = CCOCCO[C@@H]([C@@H](I)OCP(O)Br)N(CP(=O)(O)O)P(O)O.BrCCBr.BrCCBr.BrCCBr

---

[4]
Entry from the Open Molecules 2025 dataset: a cluster of 3 separate species, C14H32BrN2O2 in total (ωB97M-V with the def2-TZVPD basis set).

Each line ends with the Löwdin charge.
Atoms and positions in Å:
C: -30.3110 8.2207 22.0054  -0.02
C: -29.4702 7.1123 21.4637  -0.45
C: -29.8776 6.6912 19.9820  -0.09
C: -29.2710 7.6112 18.9239  -0.16
C: -27.7362 7.8182 19.0760  -0.12
C: -27.2976 8.3426 20.4710  -0.40
N: -28.0477 7.6026 21.5831  0.16
O: -27.3898 7.5509 22.8651  0.17
C: -27.6164 9.8736 20.5262  0.02
C: -25.7418 8.0291 20.5037  0.00
C: -29.7466 5.9219 22.3899  -0.01
H: -31.3578 7.9383 22.1179  0.12
H: -30.3943 9.0933 21.3576  0.07
H: -29.9183 8.5921 22.9519  0.11
H: -30.9641 6.6317 19.9183  0.13
H: -29.6481 5.6336 19.8517  0.13
H: -29.7785 8.5752 18.9609  0.08
H: -29.3866 7.2170 17.9143  0.12
H: -27.3965 8.4150 18.2295  0.07
H: -27.2366 6.8510 19.1314  0.12
H: -27.4550 10.3772 21.4793  0.10
H: -28.6460 10.0608 20.2212  0.06
H: -26.9800 10.2441 19.7226  0.10
H: -25.2102 8.2526 21.4286  0.09
H: -25.1515 8.6337 19.8151  0.10
H: -25.5509 6.9717 20.3207  0.10
H: -30.7388 5.4756 22.3230  0.12
H: -29.4857 6.1387 23.4258  0.10
H: -29.1501 5.1170 21.9604  0.10
C: -31.3648 12.5556 20.3368  0.03
N: -32.4095 12.3739 19.2067  -0.31
C: -33.8525 12.3262 19.8196  0.05
C: -32.2530 13.4782 18.2402  -0.01
C: -32.1818 11.0358 18.4020  -0.07
C: -31.1486 10.9927 17.2980  -0.28
O: -29.9285 11.3370 17.8306  -0.10
H: -30.3669 12.7050 19.9244  0.10
H: -31.5021 11.7056 21.0050  0.09
H: -31.6805 13.3903 20.9627  0.11
H: -34.0537 13.1563 20.4968  0.11
H: -33.8533 11.4380 20.4514  0.11
H: -34.5747 12.2866 19.0042  0.11
H: -31.2689 13.5505 17.7771  0.12
H: -32.3410 14.3721 18.8577  0.11
H: -33.1136 13.5689 17.5774  0.12
H: -33.2001 10.8157 18.0815  0.13
H: -31.9563 10.2459 19.1185  0.12
H: -31.5559 11.4557 16.3992  0.14
H: -31.0676 9.9418 17.0205  0.12
H: -29.2434 10.9289 17.2960  -0.08
Br: -27.7530 9.9639 15.7342  0.35

Properties
HOMO-LUMO gap (alpha / beta) = 7.36 / 7.16 eV
multiplicity = 2
LUMO level (alpha / beta) = -9.48 / -9.48 eV
total charge = +2
expectation value of S² = 0.7523

---

[5]
Entry from the Open Molecules 2025 dataset: a structure of composition C14H32CaO10 (ωB97M-V with the def2-TZVPD basis set).

Each line ends with the Löwdin charge.
Atoms and positions in Å:
Ca: 18.4374 9.2930 -11.1086  1.40
C: 16.8801 11.4852 -10.3171  -0.92
O: 17.2644 10.6108 -9.4318  -0.25
O: 15.6536 11.7586 -10.5163  -0.12
O: 17.6099 11.4355 -11.4269  -0.30
C: 15.7392 8.4313 -12.1786  -0.90
O: 16.7359 8.9327 -12.8887  -0.27
O: 14.5521 8.8655 -12.2997  -0.14
O: 16.1388 8.1768 -10.9421  -0.25
C: 19.2840 5.8888 -8.3215  -0.07
C: 18.2560 6.9197 -8.7461  -0.47
C: 17.2982 7.2091 -7.6030  -0.05
O: 18.9198 8.1366 -9.0930  -0.16
H: 19.7420 6.1783 -7.3702  0.07
H: 20.0738 5.7749 -9.0693  0.06
H: 18.8237 4.9049 -8.1959  0.08
H: 17.6483 6.6315 -9.6083  0.13
H: 16.6929 8.0958 -7.7925  0.10
H: 17.8620 7.3638 -6.6706  0.07
H: 16.6377 6.3621 -7.3964  0.08
H: 19.4299 8.4269 -8.3314  0.09
C: 22.0194 10.3982 -8.5635  -0.06
C: 20.7295 10.7808 -9.2973  -0.45
C: 20.7133 12.1932 -9.8322  -0.05
O: 20.6597 9.9475 -10.4905  -0.16
H: 21.9870 10.7376 -7.5252  0.08
H: 22.8552 10.9102 -9.0447  0.07
H: 22.0928 9.3097 -8.5239  0.08
H: 19.8388 10.6393 -8.6791  0.12
H: 19.8237 12.3991 -10.4349  0.07
H: 21.6236 12.3546 -10.4199  0.08
H: 20.6685 12.9116 -9.0040  0.08
H: 21.5362 9.5690 -10.5915  0.08
C: 20.8170 10.6254 -15.2297  -0.06
C: 20.3947 10.9994 -13.8060  -0.49
C: 19.8619 12.4249 -13.6967  -0.04
O: 19.4065 10.1010 -13.3294  -0.13
H: 21.3544 9.6804 -15.3013  0.06
H: 21.4769 11.4279 -15.5751  0.07
H: 19.9429 10.6149 -15.8859  0.08
H: 21.2823 10.9165 -13.1693  0.12
H: 18.8282 12.4879 -14.0354  0.10
H: 20.3932 13.0839 -14.4000  0.06
H: 19.9943 12.7884 -12.6839  0.06
H: 18.7309 10.0370 -14.0194  0.10
C: 20.0927 5.1456 -12.1848  -0.06
C: 20.5121 6.6077 -12.1369  -0.46
C: 21.3240 7.0452 -13.3455  -0.05
O: 19.2855 7.3525 -12.1481  -0.16
H: 19.4552 4.8807 -11.3419  0.07
H: 20.9798 4.5083 -12.0571  0.07
H: 19.5997 4.8907 -13.1225  0.08
H: 21.0429 6.8162 -11.2067  0.13
H: 22.3630 6.6995 -13.2832  0.07
H: 21.3840 8.1349 -13.3525  0.06
H: 20.9110 6.7118 -14.2984  0.09
H: 18.8569 7.1633 -12.9944  0.10

Properties
HOMO-LUMO gap = 2.89 eV
LUMO level = 3.90 eV
total charge = -2

---

[6]
Entry from the Open Molecules 2025 dataset: a structure of composition C14H32ClCsN5O8P2S (ωB97M-V with the def2-TZVPD basis set).

Each line ends with the Löwdin charge.
Atoms and positions in Å:
Cs: 0.1272 2.3360 -1.7097  1.02
S: -3.3053 1.0091 -2.8072  0.41
C: -2.6831 1.3168 -4.3373  -0.93
C: -3.5822 1.6675 -5.3942  -0.14
C: -3.0485 2.0022 -6.6312  -0.14
C: -1.6931 1.9950 -6.8516  -0.13
C: -0.8818 1.5759 -5.7822  -0.17
N: -1.3564 1.3254 -4.5428  -0.05
H: -4.6177 1.7017 -5.1016  0.07
H: -3.7801 2.1743 -7.4370  0.10
H: -1.2275 2.3665 -7.7691  0.08
H: 0.1726 1.3618 -5.8992  0.09
O: 1.2733 5.1118 -0.7395  -0.43
Cl: 2.6055 5.1012 -0.1711  0.68
O: 2.7191 6.0036 0.9126  -0.32
O: 3.5511 5.4396 -1.1957  -0.33
O: 2.9369 3.7195 0.3504  -0.41
C: 2.4738 -0.5263 2.1119  -0.09
N: 1.4425 0.4695 2.4934  -0.30
C: 1.9695 1.8170 2.6766  -0.09
P: -0.1803 0.1784 2.4527  0.53
O: -0.9418 1.2362 1.6773  -0.30
O: -0.1913 -1.3872 1.9195  -0.31
P: -0.3381 -1.9043 0.3617  0.52
O: 0.3576 -0.9384 -0.5308  -0.31
N: -1.9823 -2.1980 0.1463  -0.31
C: -2.9385 -1.5112 1.0037  -0.10
C: -2.3203 -2.5764 -1.2016  -0.12
N: 0.2042 -3.4749 0.2159  -0.29
C: 0.0946 -4.3440 1.4094  -0.11
C: 1.4332 -3.7078 -0.5940  -0.10
N: -0.7362 -0.0350 4.0119  -0.30
C: -1.7125 0.8453 4.6034  -0.12
C: -0.3321 -1.2766 4.6851  -0.09
H: 2.1172 -1.0963 1.2336  0.05
H: 2.6529 -1.2625 2.9490  0.08
H: 3.4222 0.0044 1.9145  0.08
H: 2.0837 2.3891 1.7147  0.08
H: 2.9014 1.7441 3.2328  0.08
H: 1.2226 2.3990 3.2551  0.09
H: -2.7738 -1.8115 2.0443  0.07
H: -3.9602 -1.8221 0.6832  0.10
H: -2.8336 -0.4186 0.9515  0.08
H: -1.6089 -3.3471 -1.5565  0.08
H: -2.2855 -1.7030 -1.8719  0.05
H: -3.3579 -2.9643 -1.1924  0.09
H: -0.9106 -4.2952 1.8383  0.08
H: 0.8172 -4.0683 2.2154  0.08
H: 0.2772 -5.3719 1.1121  0.07
H: 1.6973 -2.8154 -1.1397  0.06
H: 1.2533 -4.4656 -1.3737  0.08
H: 2.3144 -3.9964 0.0444  0.09
H: -1.8516 1.6693 3.9072  0.07
H: -1.4086 1.1969 5.6123  0.09
H: -2.6974 0.3716 4.6952  0.08
H: -0.7648 -2.1715 4.2034  0.07
H: -0.5425 -1.2002 5.7432  0.08
H: 0.7551 -1.3971 4.5614  0.07
C: 3.4210 0.8966 -1.2510  -0.18
O: 2.7884 2.1074 -1.5947  -0.43
H: 3.9984 1.0296 -0.2905  0.09
H: 4.1042 0.6542 -2.0852  0.08
H: 2.6654 0.1178 -1.0593  0.05
H: 2.9917 2.7533 -0.8324  -0.01

Properties
HOMO-LUMO gap = 5.72 eV
LUMO level = 1.99 eV
total charge = -1

---

| no. | total energy (Ha) |
| --- | --- |
| 1 | -1542.95005 |
| 2 | -1871.71554 |
| 3 | -20624.57211 |
| 4 | -3385.83797 |
| 5 | -1982.68534 |
| 6 | -2989.57456 |